[1]
10
Properties=species:S:1:pos:R:3:mulliken_charge:R:1 method="wB97M-V/def2-TZVPD" lumo_energy_ev=-0.2 smiles="C1=NC=NOC=N1" e_above_lowest_kcal_mol=112.5 spin_multiplicity=1 orbital_gap_ev=10.4 total_energy_ev=-9672.5750
C 0.2039 1.2927 0.1708 0.11
N -1.1242 0.9462 0.2713 -0.48
C -1.3942 -0.1401 -0.2919 0.18
N -0.7863 -1.2301 -0.2170 -0.38
O 0.4725 -0.9266 0.6945 -0.32
C 1.2654 -0.5265 -0.1516 0.15
N 1.2242 0.6898 -0.5126 -0.45
H 0.6069 2.1800 0.5520 0.40
H -2.2577 -0.2728 -0.8218 0.47
H 2.2242 -1.0921 -0.4417 0.32

=====

[2]
18
Properties=species:S:1:pos:R:3:mulliken_charge:R:1 method="wB97M-V/def2-TZVPD" lumo_energy_ev=1.0 smiles="C=CN1C[C@@H]1C.O" e_above_lowest_kcal_mol=53.1 spin_multiplicity=1 orbital_gap_ev=10.0 total_energy_ev=-8899.3969
C 0.2027 2.2298 0.1347 -0.81
C -0.0621 1.2721 1.0244 -0.15
N -0.1077 -0.1037 0.7348 -0.24
C -1.3205 -0.8608 0.9908 -0.52
C -0.8704 -0.5856 -0.4021 0.26
C -0.2314 -1.6341 -1.2754 -1.58
H 0.3318 2.0099 -0.9226 0.35
H 0.3196 3.2594 0.4552 0.26
H -0.1834 1.5004 2.0821 0.32
H -1.1701 -1.8491 1.4213 0.25
H -2.1845 -0.3151 1.3671 0.29
H -1.4349 0.1869 -0.9270 0.49
H 0.5534 -1.1862 -1.8933 0.31
H -0.9790 -2.0992 -1.9267 0.40
H 0.2270 -2.4188 -0.6644 0.32
O 2.5719 0.0510 -0.3354 -0.67
H 2.4440 0.9609 -0.0379 0.31
H 1.8934 -0.4179 0.1743 0.42

=====

[3]
21
Properties=species:S:1:pos:R:3:mulliken_charge:R:1 method="wB97M-V/def2-TZVPD" lumo_energy_ev=0.0 smiles=O.O.O.O.O.O.O e_above_lowest_kcal_mol=34.3 spin_multiplicity=1 orbital_gap_ev=10.9 total_energy_ev=-14559.9730
O 1.1816 -25.6075 31.1110 -0.67
H 0.4069 -26.1694 31.0933 0.33
H 1.5342 -25.6568 30.2224 0.30
O 2.1452 -21.7846 31.0129 -0.61
H 2.1750 -21.2832 31.8278 0.35
H 2.8372 -21.4044 30.4718 0.32
O -0.4375 -20.3330 34.1268 -0.66
H -0.6286 -19.8115 33.3473 0.29
H 0.4763 -20.5976 34.0204 0.42
O 2.0566 -20.6319 33.6183 -0.75
H 2.4121 -19.7443 33.5731 0.31
H 2.3938 -20.9838 34.4421 0.33
O -1.1771 -25.8320 34.1107 -0.67
H -0.6069 -25.2138 33.6535 0.40
H -1.9384 -25.3117 34.3672 0.34
O 0.5525 -23.8864 33.0299 -0.71
H 0.7921 -22.9741 32.8673 0.30
H 0.8349 -24.3526 32.2430 0.40
O -1.6762 -26.8578 31.5429 -0.69
H -1.3917 -26.2886 32.2580 0.37
H -2.2066 -27.5313 31.9688 0.30

=====

[4]
7
Properties=species:S:1:pos:R:3:mulliken_charge:R:1 method="wB97M-V/def2-TZVPD" lumo_energy_ev=0.0 smiles="O=S1#CO1.C#N" e_above_lowest_kcal_mol=123.1 spin_multiplicity=1 orbital_gap_ev=9.2 total_energy_ev=-18505.4783
O -0.3013 1.4436 -0.2419 -0.43
S -1.5663 0.8132 0.0308 0.41
C -1.4349 -1.0672 0.2658 0.08
O -1.8976 -0.7549 -0.8421 -0.08
C 1.8196 -0.1945 0.2690 0.13
N 1.1610 -0.8272 -0.3624 -0.37
H 2.2196 0.5870 0.8808 0.26

=====

[5]
11
Properties=species:S:1:pos:R:3:mulliken_charge:R:1 method="wB97M-V/def2-TZVPD" lumo_energy_ev=0.8 e_above_lowest_kcal_mol=37.7 spin_multiplicity=1 orbital_gap_ev=9.3 total_energy_ev=-9342.5474
O -0.6156 3.1235 -0.6329 -0.19
C -0.1750 2.0832 -0.5340 0.12
C -1.4473 -0.6485 -0.0763 -0.76
C -0.2289 -1.1612 -0.2604 0.04
C 1.0641 -0.7533 0.3032 -0.57
C 1.5510 0.4211 0.6660 0.62
O 2.1195 1.3768 1.0241 -0.38
H -1.6504 0.1882 0.5855 0.34
H -2.3007 -1.0769 -0.5955 0.23
H -0.1426 -2.0336 -0.9066 0.29
H 1.8259 -1.5193 0.4268 0.29

=====

[6]
12
Properties=species:S:1:pos:R:3:mulliken_charge:R:1 method="wB97M-V/def2-TZVPD" lumo_energy_ev="0.1 / 0.1" e_above_lowest_kcal_mol=227.3 spin_multiplicity=1 orbital_gap_ev="7.5 / 7.5" total_energy_ev=-10711.9537
C 0.3035 -1.0383 0.0524 -0.10
C 1.0027 0.0673 -0.0275 0.25
N -1.0033 -1.2493 -0.0777 -0.13
N -1.6445 0.8837 0.4757 -0.19
N 2.1466 0.6957 -0.2383 -0.35
O -0.6955 1.6517 -0.0934 -0.56
O -1.8575 -0.2544 -0.4293 -0.25
H 0.7047 -2.0186 0.3908 0.30
H -1.4104 -1.8691 0.5644 0.26
H -2.4657 1.2900 0.1693 0.27
H 2.3928 0.5135 -1.1752 0.25
H 2.5266 1.3277 0.3888 0.25

=====

[7]
17
Properties=species:S:1:pos:R:3:mulliken_charge:R:1 method="wB97M-V/def2-TZVPD" lumo_energy_ev="0.8 / 0.4" e_above_lowest_kcal_mol=160.8 spin_multiplicity=1 orbital_gap_ev="8.9 / 7.5" total_energy_ev=-9332.0127
C 0.0873 0.9297 1.4340 -0.89
C -1.9547 -0.7717 -0.5687 -0.82
C 1.0488 -1.0932 0.1761 -1.59
N -1.0323 0.3208 -0.3082 -0.30
C 0.4354 0.2916 0.1747 1.42
O 2.2110 1.0052 -1.0739 -0.41
N 1.1530 1.4414 -0.1936 -0.60
H 2.4773 1.8336 -1.4912 0.35
H -1.2593 1.2503 -0.6484 0.29
H -0.2905 1.9367 1.5326 0.30
H 0.0698 0.3405 2.3412 0.27
H -2.9633 -0.5089 -0.2413 0.30
H -1.6668 -1.6847 -0.0479 0.24
H -1.9759 -0.9989 -1.6410 0.27
H 0.4468 -1.7918 0.7612 0.45
H 1.1793 -1.4425 -0.8480 0.31
H 2.0340 -1.0583 0.6426 0.41

=====

[8]
59
Properties=species:S:1:pos:R:3:mulliken_spin:R:1 method="wB97M-V/def2-TZVPD" lumo_energy_ev="-7.6 / -7.9" e_above_lowest_kcal_mol=9.0 spin_multiplicity=2 orbital_gap_ev="6.2 / 6.1" total_energy_ev=-208692.0494 s2=0.80 charge=+2
Cu 0.4292 0.4911 0.1938 0.21
S 2.2874 0.4579 -1.4490 0.04
S 0.1984 0.5885 2.6319 -0.01
C 3.9608 0.4337 -0.7164 0.00
C 2.0687 2.2527 -1.7833 0.01
C 1.9017 3.0893 -0.5344 0.00
N 0.7264 2.6780 0.2649 0.00
C 0.7823 3.1626 1.6616 0.00
C -0.1473 2.3951 2.5748 0.00
H 1.1930 2.3137 -2.4269 0.00
H 2.9197 2.6039 -2.3633 0.00
H 1.8432 4.1455 -0.8102 0.00
H 2.7797 2.9806 0.0976 0.00
H 0.5499 4.2292 1.7211 0.00
H 1.8071 3.0480 2.0054 0.00
H -1.1835 2.4715 2.2506 0.00
H -0.0954 2.7900 3.5875 0.00
C 1.7876 0.5585 3.5361 0.00
H -0.1018 3.0723 -0.1710 0.00
H 2.5641 1.1006 3.0074 0.00
H 2.0742 -0.4849 3.6150 0.00
H 1.6492 0.9658 4.5330 0.00
H 4.1792 -0.6042 -0.4877 0.00
H 4.0117 1.0154 0.1976 0.00
H 4.6840 0.7975 -1.4399 0.00
C -4.1346 2.7231 -2.3525 -0.01
C -4.3113 1.4130 -2.4185 0.02
H -3.6328 3.2724 -3.1390 0.00
H -4.4839 3.3050 -1.5090 0.00
H -3.9619 0.8311 -3.2619 0.00
H -4.8130 0.8637 -1.6320 0.00
C -1.6828 1.5012 -1.2363 -0.04
As -1.8064 -0.2896 -0.4931 0.57
C -1.3012 -0.8093 -2.3718 0.01
C -1.8282 -2.0489 0.3687 0.03
C -3.0136 -2.6217 0.8367 -0.07
C -3.0031 -3.9194 1.3642 0.00
C -1.8086 -4.6461 1.4251 0.01
C -0.6203 -4.0822 0.9573 -0.02
C -0.6235 -2.7892 0.4166 0.04
As 1.0110 -1.9188 -0.2284 0.12
C 1.8916 -2.1639 1.5103 0.02
C 1.6051 -3.3888 -1.4033 0.05
H -1.9989 1.6208 -2.2702 0.01
H -0.6250 1.6158 -1.4587 0.03
H -2.0758 2.2639 -0.5332 -0.01
H -0.7760 -1.7815 -2.3669 -0.01
H -2.2276 -0.9642 -2.9599 0.01
H -0.6384 -0.1007 -2.9102 0.00
H -3.9445 -2.0733 0.7742 -0.01
H -3.9213 -4.3681 1.7184 0.00
H -1.8035 -5.6492 1.8330 0.00
H 0.2953 -4.6553 1.0169 0.00
H 2.1635 -3.2315 1.6362 0.00
H 2.8156 -1.5536 1.5659 0.00
H 1.1766 -1.9255 2.3138 0.00
H 1.6174 -4.3538 -0.8607 0.01
H 0.9494 -3.4625 -2.2921 0.00
H 2.6413 -3.1651 -1.7356 0.00